No. 1
ORCA calculation (ωB97M-V with the def2-TZVPD basis set) on C27H38N5O5Zr as an isolated structure at a distorted geometry.

Last column: Löwdin charge in e.
CARTESIAN COORDINATES (ANGSTROEM)
Zr: -0.620 0.776 -1.130  1.78
C: -1.579 -1.808 -3.044  -0.20
C: -1.801 -2.255 -1.635  -0.19
N: -2.232 -1.116 -0.784  -0.12
C: -3.600 -0.516 -0.996  -0.17
C: -3.770 0.518 -2.073  -0.16
N: -2.542 1.342 -2.359  -0.14
C: -2.151 1.467 -3.825  -0.15
C: -1.282 0.305 -4.300  -0.16
N: -0.807 -0.551 -3.142  -0.14
H: -1.086 -2.595 -3.634  0.14
H: -2.566 -1.673 -3.527  0.12
H: -2.509 -3.111 -1.671  0.14
H: -0.854 -2.601 -1.178  0.12
H: -2.226 -1.481 0.173  0.13
H: -4.317 -1.310 -1.198  0.13
H: -3.922 -0.058 -0.045  0.12
H: -4.143 0.020 -2.986  0.12
H: -4.564 1.212 -1.798  0.14
H: -2.847 2.277 -2.082  0.13
H: -3.053 1.543 -4.416  0.12
H: -1.611 2.423 -3.884  0.13
H: -1.851 -0.334 -4.994  0.12
H: -0.393 0.687 -4.827  0.11
H: 0.164 -0.847 -3.362  0.11
N: 1.825 1.611 -3.438  0.02
N: 1.959 2.908 -2.937  0.00
C: 0.980 3.396 -2.118  -0.64
O: 0.870 4.566 -1.842  0.10
O: 0.144 2.490 -1.575  -0.24
H: 2.017 0.959 -2.631  0.05
H: 2.623 1.408 -4.055  0.11
H: 2.441 3.623 -3.468  0.16
O: 0.381 0.904 1.115  -0.12
C: -0.512 0.894 2.271  -0.27
C: -2.005 1.080 1.687  -0.45
O: -2.991 1.110 2.417  0.09
O: -2.016 1.222 0.356  -0.23
C: -0.440 -0.463 3.011  -0.13
C: -0.866 -0.538 4.358  0.00
C: -0.821 -1.760 5.004  -0.05
C: -0.335 -2.898 4.326  -0.07
C: 0.102 -2.810 3.005  -0.08
C: -0.007 -1.598 2.343  -0.06
C: -0.152 2.042 3.154  -0.18
C: 1.178 2.262 3.511  -0.03
C: 1.531 3.413 4.170  -0.07
C: 0.524 4.320 4.591  -0.06
C: -0.813 4.036 4.304  -0.06
C: -1.168 2.890 3.597  -0.01
H: 1.136 0.259 1.213  0.10
H: -1.181 0.341 4.920  0.13
H: -1.172 -1.851 6.026  0.11
H: -0.273 -3.832 4.858  0.10
H: 0.530 -3.700 2.520  0.11
H: 0.207 -1.575 1.256  0.09
H: 1.986 1.524 3.307  0.13
H: 2.578 3.612 4.395  0.11
H: 0.789 5.210 5.138  0.10
H: -1.580 4.697 4.694  0.11
H: -2.200 2.654 3.362  0.10
C: 3.793 -2.054 0.776  -0.03
C: 3.262 -2.196 -0.675  -0.62
C: 2.718 -3.627 -0.932  -0.04
C: 4.342 -1.868 -1.707  -0.05
C: 2.168 -1.247 -0.923  -0.10
C: 1.221 -0.431 -1.074  -0.15
H: 4.592 -2.772 1.004  0.10
H: 3.003 -2.184 1.505  0.07
H: 4.199 -1.050 0.897  0.09
H: 3.543 -4.325 -0.906  0.08
H: 2.268 -3.650 -1.948  0.09
H: 1.935 -3.908 -0.212  0.08
H: 5.155 -2.609 -1.643  0.10
H: 4.790 -0.878 -1.597  0.09
H: 3.904 -1.925 -2.694  0.08

Forces on atoms 1 to 2 (eV/Å):
-0.8 0.1 2.0
-0.7 -0.2 -0.8

Output
Relative energy (zero: lowest compared OMol25 entry of this formula, charge and spin) in kJ/mol: 9.5
Charge: +1
E_HOMO (alpha / beta) in eV: -11.11 / -11.11
Calculated total energy in Eh: -1748.5755
Kohn-Sham gap (alpha / beta) in eV: 8.32 / 8.55


No. 2
ORCA calculation (ωB97M-V with the def2-TZVPD basis set) on C8H14CsO4S as an isolated structure at a distorted geometry.

Last column: Löwdin charge in e.
CARTESIAN COORDINATES (ANGSTROEM)
Cs: -4.767 -6.018 6.100  1.16
C: -7.279 -0.706 5.525  -0.18
C: -5.909 -1.282 5.446  -0.19
C: -5.668 -1.923 6.845  -0.14
S: -7.152 -2.868 7.276  0.86
O: -7.539 -2.583 8.635  -0.10
O: -6.979 -4.210 6.754  -0.39
C: -8.245 -1.777 6.134  -0.05
H: -7.613 -0.337 4.555  0.16
H: -7.325 0.136 6.215  0.14
H: -5.255 -0.502 5.056  0.14
H: -5.872 -1.971 4.603  0.13
H: -5.607 -1.116 7.576  0.13
H: -4.759 -2.487 7.052  0.11
H: -9.037 -1.226 6.639  0.13
H: -8.739 -2.331 5.336  0.13
O: -3.197 -3.699 5.446  -0.15
C: -2.528 -3.237 4.498  -0.46
O: -2.081 -3.955 3.534  0.09
C: -1.252 -3.229 2.662  -0.11
C: -1.393 -1.796 3.067  -0.16
C: -2.038 -1.793 4.381  -0.07
H: -1.733 -3.537 1.733  0.15
H: -0.206 -3.522 2.745  0.15
H: -2.020 -1.206 2.399  0.13
H: -0.431 -1.284 3.103  0.14
H: -2.870 -1.090 4.350  0.12
H: -1.312 -1.502 5.141  0.15

Forces on atoms 1 to 2 (eV/Å):
0.3 -0.6 -0.1
-0.5 -0.2 1.4

Output
Expectation value of S²: 0.759
Multiplicity: 2
Charge: +2
E_HOMO (alpha / beta) in eV: -16.73 / -16.71
Calculated total energy in Eh: -1031.8390
Kohn-Sham gap (alpha / beta) in eV: 10.82 / 3.87


No. 3
ORCA calculation (ωB97M-V with the def2-TZVPD basis set) on a 2-piece molecular cluster, C29H29BrN2O3S overall at a distorted geometry.

Last column: Löwdin charge in e.
CARTESIAN COORDINATES (ANGSTROEM)
C: -5.504 -3.017 2.260  -0.05
C: -4.492 -1.910 2.295  -0.25
C: -3.469 -1.936 3.245  0.01
C: -2.537 -0.898 3.332  -0.19
C: -1.446 -0.939 4.354  -0.03
C: -2.655 0.169 2.441  -0.15
N: -1.791 1.298 2.583  0.07
C: -0.469 1.335 2.253  -0.09
C: 0.137 0.322 1.388  -0.32
C: 1.570 0.130 1.530  -0.05
C: 2.376 -0.512 0.629  -0.07
C: 3.829 -0.490 0.843  -0.23
C: 4.696 -1.190 -0.026  -0.06
C: 6.080 -1.073 0.077  -0.07
C: 6.649 -0.268 1.074  -0.08
C: 5.815 0.369 1.998  -0.09
C: 4.425 0.243 1.899  -0.03
O: -0.586 -0.301 0.579  0.09
N: -0.020 2.567 2.543  -0.02
C: 1.314 3.090 2.307  0.01
C: -1.043 3.298 3.144  0.00
C: -2.143 2.523 3.154  0.02
C: -3.620 0.192 1.435  -0.19
C: -3.627 1.276 0.408  -0.01
C: -4.549 -0.852 1.384  0.02
H: -6.293 -2.789 1.538  0.08
H: -5.043 -3.972 1.978  0.09
H: -5.963 -3.157 3.247  0.08
H: -3.394 -2.772 3.944  0.12
H: -1.391 -0.021 4.953  0.09
H: -1.640 -1.774 5.036  0.08
H: -0.460 -1.114 3.901  0.09
H: 1.937 0.458 2.508  0.10
H: 1.989 -1.285 -0.046  0.11
H: 4.254 -1.822 -0.799  0.11
H: 6.720 -1.607 -0.628  0.11
H: 7.732 -0.150 1.139  0.10
H: 6.239 0.968 2.805  0.10
H: 3.808 0.732 2.656  0.09
H: 1.249 4.184 2.303  0.10
H: 2.008 2.789 3.104  0.10
H: 1.707 2.751 1.341  0.11
H: -0.886 4.311 3.479  0.13
H: -3.142 2.717 3.505  0.14
H: -4.496 1.132 -0.242  0.09
H: -3.699 2.275 0.853  0.08
H: -2.730 1.231 -0.225  0.10
H: -5.326 -0.830 0.616  0.12
Br: 2.942 0.708 -2.213  0.65
C: 1.305 -0.047 -1.701  -0.79
S: 0.010 0.167 -2.925  0.55
C: 0.422 -0.547 -4.539  -0.27
C: 1.007 0.245 -5.530  -0.07
C: 1.179 -0.273 -6.817  -0.08
C: 0.761 -1.574 -7.114  -0.09
C: 0.182 -2.363 -6.116  -0.09
C: 0.003 -1.850 -4.829  -0.06
O: -1.088 -0.629 -2.426  -0.37
O: -0.187 1.575 -3.189  -0.38
H: 0.858 0.270 -0.760  -0.05
H: 1.312 1.264 -5.297  0.11
H: 1.632 0.349 -7.590  0.10
H: 0.885 -1.972 -8.121  0.10
H: -0.143 -3.381 -6.334  0.10
H: -0.476 -2.443 -4.052  0.11

Forces on atoms 1 to 2 (eV/Å):
-0.2 -0.2 0.0
0.2 0.2 0.0

Output
Charge: 0
E_HOMO in eV: -5.62
Calculated total energy in Eh: -4429.7379
Kohn-Sham gap in eV: 4.30


No. 4
ORCA calculation (ωB97M-V with the def2-TZVPD basis set) on C12H21N3S as an isolated structure at a distorted geometry.

Last column: Löwdin charge in e.
CARTESIAN COORDINATES (ANGSTROEM)
C: -5.288 -1.361 1.469  0.04
C: -4.728 -1.156 0.162  -0.18
C: -3.571 -1.780 -0.480  -0.38
H: -4.037 -2.456 -1.352  0.16
C: -2.601 -1.086 -1.060  -0.15
C: -2.039 -0.281 0.330  -0.17
C: -1.055 0.745 0.038  -0.22
C: 0.276 0.299 -0.872  -0.17
C: 1.277 1.355 -1.251  -0.22
C: 1.901 2.146 -0.017  -0.19
H: 2.589 3.044 -0.381  0.13
H: 0.963 2.931 0.268  0.16
C: 2.439 1.191 1.055  -0.23
C: 3.427 0.455 0.752  -0.27
N: 3.200 -0.929 0.539  0.13
C: 4.269 -1.521 0.290  -0.89
S: 4.694 -3.233 -0.023  0.38
N: 5.191 -0.525 -0.074  0.04
N: 4.765 0.814 0.244  0.20
H: 4.950 1.648 0.089  0.04
H: 6.182 -0.592 -0.291  0.14
H: 2.770 2.143 2.042  0.24
H: 1.603 0.954 1.721  0.12
H: 0.827 2.046 -1.729  0.02
H: 2.165 0.983 -1.874  0.14
H: 0.836 -0.409 -0.068  0.12
H: 0.036 -0.460 -1.651  0.11
H: -0.663 1.604 0.732  0.11
H: -1.508 1.527 -0.726  0.13
H: -2.741 0.241 0.936  0.11
H: -1.483 -0.820 0.869  0.04
H: -3.083 -0.194 -1.717  0.19
H: -1.840 -1.436 -1.433  0.01
H: -3.340 -2.718 0.235  0.18
H: -5.378 -0.463 -0.461  0.11
H: -6.135 -0.614 1.825  0.10
H: -4.868 -2.092 1.861  -0.06

Forces on atoms 1 to 2 (eV/Å):
-2.5 8.3 -8.3
-4.3 1.8 3.2

Output
Relative energy (zero: lowest compared OMol25 entry of this formula, charge and spin) in kJ/mol: 1216.4
Charge: 0
E_HOMO in eV: -7.63
Calculated total energy in Eh: -1031.8097
Kohn-Sham gap in eV: 6.88